Model A:
# C2H6N2O3

A 2-piece molecular cluster, C2H6N2O3 overall (ωB97M-V/def2-TZVPD, the Open Molecules 2025 dataset).

Structure (XYZ):
```
13
Properties=species:S:1:pos:R:3:nbo_charge:R:1
C -0.31 -1.10 1.03 -0.057
C 1.22 -1.18 -0.71 -0.453
N 0.90 -0.83 0.66 -0.405
O -0.78 1.33 -0.35 -0.213
O -2.16 1.40 0.05 -0.413
N 0.10 2.08 0.60 0.392
O 1.15 2.42 0.10 -0.232
H -2.42 2.11 -0.56 0.470
H -1.03 -1.65 0.40 0.146
H -0.64 -0.81 2.03 0.176
H 1.87 -0.40 -1.14 0.205
H 1.75 -2.14 -0.75 0.207
H 0.34 -1.24 -1.37 0.177
```

SMILES ... O=NOO.C=NC
Frontier orbital gap ... 9.118 eV



Model B:
# C2H6N2O3

A single C2H6N2O3 molecule (ωB97M-V/def2-TZVPD, the Open Molecules 2025 dataset).

Structure (XYZ):
```
13
Properties=species:S:1:pos:R:3:nbo_charge:R:1
C 1.12 0.18 -0.26 -0.346
N -1.01 -1.16 -0.26 -0.376
N 0.31 1.35 -0.03 -0.352
C 0.22 -0.99 0.35 0.678
O -1.46 -0.34 -1.31 -0.565
O -0.25 1.07 1.41 -0.618
O 0.70 -1.88 1.02 -0.589
H -1.32 0.58 -1.00 0.487
H -1.22 0.96 1.34 0.476
H -1.31 -2.11 -0.39 0.395
H 0.91 2.15 0.17 0.370
H 1.24 0.02 -1.33 0.229
H 2.06 0.16 0.29 0.211
```

SMILES ... O=C(CNO)NO
Frontier orbital gap ... 10.017 eV



The structure shown above that is least stable: model A.